Record 1
Density functional theory data (ωB97M-V/def2-TZVPD) for a structure of composition C3H7NO2.

Each line ends with the Mulliken charge.
Cartesian coordinates (Å):
C1 0.9496 -1.9028 0.6029  -0.7213
N1 0.0414 -0.8784 1.0562  -0.3870
C2 -0.3248 0.1844 0.4002  0.5913
O1 -1.1460 0.8599 1.1307  -0.6422
O2 0.0663 0.5325 -0.8112  -0.3526
C3 -0.4895 1.7538 -1.3115  -0.6339
H1 0.4437 -2.8732 0.5467  0.2456
H2 1.7962 -1.9991 1.2915  0.2471
H3 1.3389 -1.6576 -0.3924  0.2910
H4 -0.8209 -0.1726 1.8254  0.5652
H5 -1.5791 1.6866 -1.3519  0.2925
H6 -0.0762 1.8745 -2.3128  0.2123
H7 -0.1997 2.5922 -0.6739  0.2919

Kohn-Sham gap ... 10.11 eV
Highest occupied orbital energy ... -9.19 eV
E_LUMO ... 0.913 eV
Relative energy (zero: lowest compared OMol25 entry of this formula, charge and spin) ... 262.9 kJ/mol

***

Record 2
Density functional theory data (ωB97M-V/def2-TZVPD) for an isolated molecule of C11H16ClNO2 in a non-equilibrium geometry.

Each line ends with the Mulliken charge.
Cartesian coordinates (Å):
C1 -0.4812 1.0627 0.2902  0.1698
C2 -1.6314 0.2582 0.4193  1.0866
C3 1.9791 1.3590 0.0747  0.0277
C4 -1.4775 -1.0999 0.0876  -0.7067
C5 2.6769 0.2499 -0.3168  0.1252
C6 1.4457 -0.5874 -0.4240  1.1503
C7 2.1676 2.8271 0.4253  -1.1357
C8 1.3490 -1.5993 0.8060  -1.3970
C9 0.9671 -1.1058 -1.7472  -1.5048
C10 -2.9321 0.9823 0.7823  -1.5652
C11 -2.6630 -1.9815 -0.0722  -0.4383
N1 0.7661 0.6722 0.0313  0.2481
O1 3.9538 -0.0927 -0.6663  -0.5579
O2 -4.0250 -1.5381 0.1208  -0.5152
Cl1 -3.7312 1.6195 -0.7305  -0.1748
H1 -0.7863 2.1625 0.5217  0.0567
H2 2.6097 3.1417 -0.5523  0.2706
H3 2.8208 3.1060 1.3121  0.2823
H4 1.1578 3.2249 0.6068  0.2598
H5 1.9259 -1.3924 1.7100  0.4416
H6 1.6816 -2.5105 0.3624  0.4455
H7 0.2524 -1.6208 1.2599  0.1525
H8 1.7907 -1.3292 -2.2633  0.6064
H9 0.4265 -0.4104 -2.3745  0.3168
H10 0.2818 -1.9902 -1.5218  0.2310
H11 -2.6324 1.7110 1.5486  0.5625
H12 -3.5418 0.4257 1.4045  0.5837
H13 -2.6900 -2.8087 0.6339  0.2828
H14 -2.4245 -2.3451 -1.2274  0.0872
H15 4.6769 0.2861 -0.2371  0.3153
H16 -3.9131 -0.6765 -0.2640  0.2932

Kohn-Sham gap ... 7.38 eV
Highest occupied orbital energy ... -7.15 eV
E_LUMO ... 0.230 eV
Relative energy (zero: lowest compared OMol25 entry of this formula, charge and spin) ... 522.0 kJ/mol

***

Record 3
Density functional theory data (ωB97M-V/def2-TZVPD) for a cluster of 5 separate species, C16H37BrNO4P in total in a non-equilibrium geometry.

Each line ends with the Mulliken charge.
Cartesian coordinates (Å):
N1 3.9841 -0.2419 -3.1773  -0.6158
P1 5.2347 -0.7846 -2.1296  0.3376
Br1 6.8651 -1.5597 -0.4838  -0.4248
H1 3.1840 -0.8634 -3.2247  0.2898
H2 4.2704 0.0278 -4.1076  0.2512
H3 4.3193 -1.3522 -1.2695  0.0485
H4 5.7710 0.4557 -1.8743  0.1016
H5 5.9811 -1.5596 -2.9995  0.0858
C1 -0.8345 -1.5627 -1.5727  -0.3380
C2 -1.1824 -1.2789 -3.0361  -0.4767
C3 0.1287 -0.6993 -3.5525  -0.5287
O1 1.1634 -1.3497 -2.8094  -0.3380
C4 0.6046 -2.0488 -1.6915  -0.5463
H6 -1.4868 -2.2971 -1.1040  0.4174
H7 -0.8924 -0.6437 -0.9910  0.1090
H8 -1.4239 -2.2046 -3.5620  0.2897
H9 -2.0155 -0.5885 -3.1542  0.2011
H10 0.1846 0.3793 -3.3745  0.2891
H11 0.2971 -0.8856 -4.6138  0.3164
H12 0.6522 -3.1258 -1.8826  0.2849
H13 1.2071 -1.8263 -0.8099  0.2976
C5 10.2403 -1.2437 1.4707  -0.4361
C6 9.1922 -0.3698 2.1620  -0.5101
C7 10.0247 0.2888 3.2570  -0.4184
O2 11.3446 0.4226 2.7290  -0.3921
C8 11.4687 -0.3427 1.5303  -0.4318
H14 9.9660 -1.5202 0.4545  0.3001
H15 10.4096 -2.1582 2.0426  0.2483
H16 8.8071 0.3758 1.4653  0.2386
H17 8.3458 -0.9317 2.5516  0.3192
H18 10.0576 -0.3339 4.1581  0.2587
H19 9.6637 1.2791 3.5378  0.2620
H20 11.5011 0.3349 0.6698  0.2611
H21 12.4092 -0.8939 1.5688  0.2693
C9 -4.4112 2.3148 0.6747  -0.5737
C10 -5.0416 1.7180 -0.5832  -0.1592
C11 -3.8281 1.1087 -1.2772  -0.4914
O3 -2.9373 0.7093 -0.2345  -0.3217
C12 -3.3687 1.2566 1.0141  -0.5211
H22 -5.1297 2.4647 1.4784  0.3017
H23 -3.9287 3.2683 0.4505  0.3181
H24 -5.7518 0.9424 -0.2996  -0.0399
H25 -5.5532 2.4511 -1.2063  0.4294
H26 -3.3256 1.8387 -1.9221  0.2345
H27 -4.0737 0.2302 -1.8766  0.2715
H28 -3.8035 0.4598 1.6263  0.2820
H29 -2.4970 1.6574 1.5325  0.2826
C13 -9.4305 0.5488 2.8113  -0.5537
C14 -9.8359 0.7635 1.3505  -0.5927
C15 -8.5415 1.3049 0.7539  -0.3937
O4 -7.4810 0.6922 1.4888  -0.3438
C16 -7.9977 0.0510 2.6561  -0.4776
H30 -10.0638 -0.1604 3.3411  0.3393
H31 -9.4488 1.4959 3.3530  0.2657
H32 -10.1004 -0.1881 0.8866  0.2798
H33 -10.6718 1.4493 1.2249  0.3380
H34 -8.4777 2.3927 0.8661  0.2678
H35 -8.4177 1.0611 -0.3020  0.3019
H36 -7.9684 -1.0343 2.5147  0.2625
H37 -7.3575 0.3057 3.5011  0.2737

Structure (SMILES) ... N[PH3]Br.C1CCOC1.C1CCOC1.C1CCOC1.C1CCOC1
Kohn-Sham gap ... 9.57 eV
Highest occupied orbital energy ... -8.98 eV
E_LUMO ... 0.593 eV
Relative energy (zero: lowest compared OMol25 entry of this formula, charge and spin) ... 0.0 kJ/mol

***

- Which of these has the lowest E_LUMO?
  C11H16ClNO2

***

What did the first record say?
Density functional theory data (ωB97M-V/def2-TZVPD) for a structure of composition C3H7NO2.

Each line ends with the Mulliken charge.
Cartesian coordinates (Å):
C1 0.9496 -1.9028 0.6029  -0.7213
N1 0.0414 -0.8784 1.0562  -0.3870
C2 -0.3248 0.1844 0.4002  0.5913
O1 -1.1460 0.8599 1.1307  -0.6422
O2 0.0663 0.5325 -0.8112  -0.3526
C3 -0.4895 1.7538 -1.3115  -0.6339
H1 0.4437 -2.8732 0.5467  0.2456
H2 1.7962 -1.9991 1.2915  0.2471
H3 1.3389 -1.6576 -0.3924  0.2910
H4 -0.8209 -0.1726 1.8254  0.5652
H5 -1.5791 1.6866 -1.3519  0.2925
H6 -0.0762 1.8745 -2.3128  0.2123
H7 -0.1997 2.5922 -0.6739  0.2919

Kohn-Sham gap ... 10.11 eV
Highest occupied orbital energy ... -9.19 eV
E_LUMO ... 0.913 eV
Relative energy (zero: lowest compared OMol25 entry of this formula, charge and spin) ... 262.9 kJ/mol

***

- Which of these has the lowest E_LUMO?
  C11H16ClNO2